Entry 1:
{
  "formula": "C5H22NO7",
  "method": "wB97M-V/def2-TZVPD",
  "species": ["C", "O", "C", "C", "C", "C", "N", "H", "H", "H", "H", "H", "H", "H", "H", "H", "H", "H", "H", "O", "H", "H", "O", "H", "H", "O", "H", "H", "O", "H", "H", "O", "H", "H", "O"],
  "xyz": [[-1.54625, -1.83105, 0.54834], [-1.54552, -0.76896, -0.28952], [-0.59751, -1.70660, 1.80015], [0.82874, -1.52970, 1.30931], [0.87212, -0.25861, 0.50797], [1.46807, -0.15238, -0.69720], [1.33280, 1.01845, -1.42908], [-2.57962, -2.06900, 0.88884], [-1.24766, -2.72810, -0.14473], [-1.02697, -0.84511, 2.32155], [-0.71747, -2.65028, 2.31665], [1.35948, -2.40569, 0.83111], [1.46870, -1.63033, 2.16450], [0.23007, 0.60903, 0.81518], [2.22667, -0.76925, -1.17612], [0.56207, 1.61048, -1.14667], [1.13649, 0.89833, -2.42778], [-1.10676, -0.27013, -1.70862], [-1.44502, 1.27964, -2.10615], [-1.22936, 0.41122, -2.44771], [-0.61883, 3.51070, -0.43651], [-1.57330, 2.29120, 0.44129], [-0.75327, 3.02917, 0.37624], [-1.80233, -1.20398, -3.00708], [-1.01566, -2.16300, -2.21188], [-1.49476, -2.16525, -3.05153], [3.65217, 0.49231, -0.04043], [3.39055, 0.99621, 1.33635], [3.92540, 0.22354, 0.84169], [-1.97751, 0.13024, 0.10265], [-3.06392, 1.76990, -0.51882], [-2.60653, 1.45792, 0.26055], [1.85898, 0.29568, 2.64524], [1.03832, 1.44028, 2.95376], [1.94904, 1.25220, 2.69848]],
  "atomic_forces_ev_per_a": [[0.0, -3.2, -0.1], [0.6, 1.5, 0.3], [-1.4, -0.8, -2.3], [0.5, -0.1, -0.5], [-1.2, -0.6, 1.7], [1.4, 2.7, -2.8], [-1.2, -1.6, 0.1], [0.5, 0.2, 0.0], [-0.3, 1.1, 1.6], [0.6, -0.1, 0.5], [0.0, 0.1, 0.6], [-1.4, 0.7, -0.5], [0.6, 1.2, 1.0], [0.8, -0.8, -0.2], [-0.6, -0.8, 0.5], [0.0, 0.5, 1.1], [1.0, -0.3, 0.0], [-0.6, 1.8, -0.4], [-0.4, -0.2, 0.6], [0.9, -0.6, -0.6], [-0.5, 0.1, -0.2], [-0.1, 0.9, -1.1], [1.0, -0.8, 0.9], [0.2, -1.7, -0.8], [0.0, -0.6, -0.2], [-0.3, 1.7, 0.6], [0.5, -0.2, -0.4], [1.8, -2.4, -0.9], [-2.1, 2.8, 1.4], [-0.7, 0.5, -0.6], [-0.3, 0.0, -0.1], [0.6, -1.1, 0.7], [0.7, -0.3, 0.1], [0.0, 0.9, 0.0], [-0.5, -0.5, 0.2]],
  "homo_ev": [-9.15, -9.15],
  "multiplicity": 2,
  "lumo_ev": [-0.06, -3.67]
}

Entry 2:
{
  "formula": "C10H13BrNOS",
  "method": "wB97M-V/def2-TZVPD",
  "species": ["S", "C", "C", "C", "C", "C", "C", "Br", "C", "C", "O", "C", "C", "N", "H", "H", "H", "H", "H", "H", "H", "H", "H", "H", "H", "H", "H"],
  "xyz": [[0.23139, 2.55573, -1.31394], [0.06824, 0.94230, -0.57519], [1.18966, 0.04642, -0.65783], [1.07375, -1.22194, -1.29072], [2.20006, -2.07443, -1.37252], [3.35708, -1.72850, -0.67328], [3.48931, -0.41203, -0.21982], [5.04191, 0.22024, 0.59443], [2.39020, 0.43656, -0.12844], [-1.25271, 0.43067, -1.16712], [-1.79688, -0.65642, -0.44536], [-2.05077, -0.57695, 0.92487], [-0.88553, 0.16246, 1.69180], [-0.31693, 1.36910, 1.05874], [1.50604, 2.45148, -1.71324], [0.15216, -1.69174, -1.77427], [2.32471, -3.08755, -1.73145], [4.11531, -2.36987, -0.60694], [2.37204, 1.34858, 0.27302], [-1.82885, 1.38676, -1.23990], [-1.02223, 0.13928, -2.22836], [-2.18601, -1.52340, 1.41139], [-2.99582, -0.00131, 0.97882], [-1.38633, 0.22213, 2.70508], [-0.22516, -0.66567, 1.60961], [-0.98377, 2.08724, 1.04293], [0.45153, 1.71207, 1.58510]],
  "atomic_forces_ev_per_a": [[0.6, 0.6, -0.5], [-1.8, 1.5, 0.5], [0.2, -2.7, -0.6], [-0.3, -1.7, -1.2], [0.4, 0.7, 1.9], [-2.7, 3.9, -1.0], [-0.6, -0.1, 1.1], [0.7, -0.1, 0.1], [0.4, -3.6, -1.9], [0.2, 0.5, 0.7], [0.5, -1.0, -1.7], [-0.5, 4.0, -0.6], [-2.7, -2.1, 0.6], [-0.4, -3.3, -1.3], [0.0, 0.0, 0.1], [1.1, 1.4, 0.9], [-1.2, 0.0, -0.6], [3.1, -2.4, 0.2], [0.9, 3.5, 1.7], [-0.8, -1.1, 0.2], [-0.4, 0.0, 1.2], [0.1, -0.7, -0.3], [0.2, -0.2, 0.6], [1.5, 0.7, -0.8], [1.7, 0.0, 0.7], [-1.3, 1.5, -0.3], [1.3, 0.3, 0.3]],
  "homo_ev": -12.37,
  "lumo_ev": -3.43,
  "charge": 1,
  "smiles": "S[C@]1(c2cccc(Br)c2)COCC[NH2+]1"
}

Energy relative to the best compared isomer or geometry (same formula, charge and spin)
In order: 41.4; 24.6
Unit: kcal/mol
Electronic energy
In order: -784.966929; -3490.716392
Unit: a.u.
Max |F|
In order: 4.172; 4.855
Unit: eV/Å